Record 1
This record from OMol25 describes an isolated molecule of C4H7NO. The level of theory is wB97M-V/def2-TZVPD.

Cartesian coordinates (Å):
C  -1.093  0.326  1.119
C  -0.978  -0.044  -0.362
C  0.394  0.431  -0.835
N  1.434  -0.116  0.017
C  2.239  -1.002  -0.119
O  3.067  -1.834  -0.151
H  -0.085  0.264  1.548
H  -1.721  -0.352  1.699
H  -1.476  1.346  1.236
H  -1.749  0.433  -0.982
H  -1.077  -1.125  -0.520
H  0.611  0.163  -1.871
H  0.435  1.522  -0.736

Summary:
**F_max**: 0.0155 hartree/bohr
**SMILES**: CCCN=C=O
**Energy above the lowest of the compared OMol25 structures with the same formula, charge and spin**: 15.3 kcal/mol
**Energy**: -7798.981 eV
**Total charge**: 0
**Orbital gap**: 11.1 eV

Record 2
This record from OMol25 describes an isolated molecule of C4H7NO. The level of theory is wB97M-V/def2-TZVPD.

Cartesian coordinates (Å):
C  -1.699  -0.278  0.517
C  -0.319  -0.527  -0.087
C  0.255  0.172  -1.279
N  0.595  0.587  0.062
C  1.859  0.539  0.615
O  2.880  0.857  0.046
H  -1.635  -0.212  1.620
H  -2.387  -1.098  0.282
H  -2.127  0.670  0.170
H  0.058  -1.544  0.078
H  1.084  -0.264  -1.851
H  -0.369  0.853  -1.855
H  1.806  0.244  1.682

Summary:
**F_max**: 0.0163 hartree/bohr
**SMILES**: C[C@H]1CN1C=O
**Energy above the lowest of the compared OMol25 structures with the same formula, charge and spin**: 40.4 kcal/mol
**Energy**: -7797.891 eV
**Total charge**: 0
**Orbital gap**: 10.8 eV

Record 3
This record from OMol25 describes an isolated molecule of C4H7NO at a distorted geometry. The level of theory is wB97M-V/def2-TZVPD.

Cartesian coordinates (Å):
C  -0.178  0.583  1.247
C  0.256  0.584  -0.209
O  1.597  1.005  -0.368
C  0.095  -0.791  -0.877
C  -2.403  -1.500  -0.916
N  -1.267  -1.204  -0.903
H  -0.090  1.588  1.668
H  -1.212  0.246  1.350
H  0.457  -0.092  1.836
H  -0.350  1.303  -0.771
H  2.107  0.668  0.380
H  0.681  -1.546  -0.339
H  0.466  -0.735  -1.904

Summary:
**F_max**: 0.0232 hartree/bohr
**Energy above the lowest of the compared OMol25 structures with the same formula, charge and spin**: 41.8 kcal/mol
**Energy**: -7797.830 eV
**Total charge**: 0
**Orbital gap**: 11.6 eV

Record 4
This record from OMol25 describes an isolated molecule of C4H7NO. The level of theory is wB97M-V/def2-TZVPD.

Cartesian coordinates (Å):
C  -0.166  0.907  1.214
O  0.707  1.031  0.147
C  0.191  0.171  -0.897
C  0.873  -1.193  -0.822
C  -1.300  0.024  -0.670
N  -1.420  0.486  0.551
H  0.144  0.124  1.928
H  -2.303  0.510  1.045
H  -0.266  1.860  1.741
H  0.404  0.665  -1.849
H  1.957  -1.053  -0.848
H  0.614  -1.701  0.115
H  0.566  -1.831  -1.654

Summary:
**F_max**: 0.0116 hartree/bohr
**Energy above the lowest of the compared OMol25 structures with the same formula, charge and spin**: 62.4 kcal/mol
**Energy**: -7796.938 eV
**Total charge**: 0
**Orbital gap**: 9.6 eV

Record 5
This record from OMol25 describes an isolated molecule of C4H7NO. The level of theory is wB97M-V/def2-TZVPD.

Cartesian coordinates (Å):
H  -0.032  2.214  0.749
N  0.477  1.759  -0.007
C  0.536  0.497  0.028
C  1.212  -0.244  -1.069
C  -0.256  -0.355  1.001
C  -1.631  -0.418  0.279
O  -1.911  -1.273  -0.514
H  1.547  0.433  -1.848
H  0.544  -0.990  -1.491
H  2.089  -0.754  -0.670
H  0.202  -1.341  1.080
H  -0.376  0.128  1.968
H  -2.400  0.343  0.493

Summary:
**F_max**: 0.0187 hartree/bohr
**SMILES**: [H]/N=C(/C)CC=O
**Energy above the lowest of the compared OMol25 structures with the same formula, charge and spin**: 32.3 kcal/mol
**Energy**: -7798.243 eV
**Total charge**: 0
**Orbital gap**: 10.6 eV

Record 6
This record from OMol25 describes a cluster of 2 separate species, C4H7NO in total. The level of theory is wB97M-V/def2-TZVPD.

Cartesian coordinates (Å):
O  2.519  -0.019  0.924
C  0.420  0.343  -0.853
C  0.000  -1.111  -0.746
C  -1.206  -0.298  -0.482
N  -1.204  0.102  0.919
C  -0.387  0.981  0.104
H  1.849  0.391  1.484
H  2.319  0.337  0.044
H  0.297  -1.692  0.127
H  0.097  -1.643  -1.690
H  -2.059  -0.116  -1.126
H  -2.066  0.592  1.159
H  -0.598  2.049  0.085

Summary:
**F_max**: 0.0115 hartree/bohr
**Energy above the lowest of the compared OMol25 structures with the same formula, charge and spin**: 126.1 kcal/mol
**Energy**: -7794.175 eV
**Total charge**: 0
**Orbital gap**: 9.2 eV

Record 7
This record from OMol25 describes an isolated molecule of C4H7NO. The level of theory is wB97M-V/def2-TZVPD.

Cartesian coordinates (Å):
N  2.132  0.060  0.257
C  1.021  0.172  -0.533
O  1.006  0.817  -1.567
C  -0.186  -0.539  0.013
C  -1.508  -0.242  -0.621
C  -1.185  0.354  0.713
H  2.054  -0.292  1.197
H  2.939  0.623  0.030
H  -0.014  -1.531  0.423
H  -1.475  0.399  -1.497
H  -2.243  -1.041  -0.650
H  -1.681  -0.034  1.599
H  -0.930  1.409  0.759

Summary:
**F_max**: 0.0083 hartree/bohr
**SMILES**: NC(=O)C1CC1
**Energy above the lowest of the compared OMol25 structures with the same formula, charge and spin**: 17.6 kcal/mol
**Energy**: -7798.882 eV
**Total charge**: 0
**Orbital gap**: 10.8 eV

Record 8
This record from OMol25 describes a structure of composition C4H7NO. The level of theory is wB97M-V/def2-TZVPD.

Cartesian coordinates (Å):
C  -1.249  -0.710  0.621
C  -0.389  0.202  -0.993
C  0.584  1.277  -0.449
C  1.261  0.215  0.408
O  2.123  0.137  1.243
N  0.400  -0.795  -0.080
H  -2.056  -1.137  0.029
H  -0.987  -1.404  1.447
H  -1.498  0.259  1.047
H  -0.193  -0.059  -2.044
H  1.290  1.677  -1.192
H  0.177  2.121  0.119
H  0.656  -1.764  -0.229

Summary:
**F_max**: 0.0122 hartree/bohr
**Energy above the lowest of the compared OMol25 structures with the same formula, charge and spin**: 144.6 kcal/mol
**Energy**: -7793.376 eV
**Total charge**: 0
**Orbital gap**: 7.5 eV

Record 9
This record from OMol25 describes an isolated molecule of C4H7NO. The level of theory is wB97M-V/def2-TZVPD.

Cartesian coordinates (Å):
N  -1.775  -1.598  -0.565
C  -0.893  -0.746  -0.260
C  -1.001  0.684  -0.717
C  1.750  0.618  -0.247
C  1.074  -0.046  0.860
O  0.187  -1.092  0.510
H  -1.540  -2.503  -0.154
H  -1.833  0.759  -1.415
H  -1.175  1.362  0.127
H  2.186  1.541  0.189
H  -0.082  0.999  -1.233
H  0.625  0.570  1.656
H  1.968  -0.525  1.318

Summary:
**F_max**: 0.0073 hartree/bohr
**Energy above the lowest of the compared OMol25 structures with the same formula, charge and spin**: 115.6 kcal/mol
**Energy**: -7794.634 eV
**Total charge**: 0
**Orbital gap**: 8.8 eV

Record 10
This record from OMol25 describes an isolated molecule of C4H7NO. The level of theory is wB97M-V/def2-TZVPD.

Cartesian coordinates (Å):
O  -0.752  1.907  1.803
C  -0.934  1.263  0.805
N  0.121  0.338  0.334
C  -0.351  -0.901  -0.231
C  0.307  -2.041  -0.111
C  0.472  1.269  -0.820
H  -1.831  1.224  0.185
H  0.772  0.175  1.111
H  -1.192  -0.736  -0.896
H  1.185  -2.150  0.521
H  0.010  -2.899  -0.702
H  0.951  0.603  -1.541
H  1.241  1.947  -0.457

Summary:
**F_max**: 0.0127 hartree/bohr
**Energy above the lowest of the compared OMol25 structures with the same formula, charge and spin**: 107.2 kcal/mol
**Energy**: -7794.995 eV
**Total charge**: 0
**Orbital gap**: 8.6 eV

Record 11
This record from OMol25 describes a cluster of 2 separate species, C4H7NO in total. The level of theory is wB97M-V/def2-TZVPD.

Cartesian coordinates (Å):
C  1.559  0.821  0.035
C  0.671  0.314  -1.070
C  -0.856  -1.536  0.379
N  -1.468  -0.444  0.656
C  -1.840  0.712  0.704
O  -0.257  0.943  -1.523
H  2.399  1.349  -0.433
H  1.002  1.527  0.657
H  1.969  0.008  0.644
H  0.939  -0.675  -1.497
H  -0.939  -1.933  -0.627
H  -0.343  -2.090  1.156
H  -2.867  1.002  0.909

Summary:
**F_max**: 0.0124 hartree/bohr
**Energy above the lowest of the compared OMol25 structures with the same formula, charge and spin**: 92.0 kcal/mol
**Energy**: -7795.653 eV
**Total charge**: 0
**Orbital gap**: 9.2 eV

Record 12
This record from OMol25 describes a structure of composition C4H7NO at a distorted geometry. The level of theory is wB97M-V/def2-TZVPD.

Cartesian coordinates (Å):
C  -1.977  -0.095  0.106
C  -0.076  0.052  0.064
C  0.995  -1.295  -0.044
C  0.658  1.357  0.047
N  -1.159  -0.079  1.080
O  -1.120  -0.047  -0.941
H  -3.045  -0.223  -0.070
H  1.823  -1.110  -0.595
H  0.249  -2.030  -0.638
H  1.112  -1.571  1.010
H  0.875  1.507  -1.083
H  1.632  1.416  0.721
H  0.034  2.117  0.343

Summary:
**F_max**: 0.2262 hartree/bohr
**<S²>**: 2.01
**Spin multiplicity**: 3
**Energy above the lowest of the compared OMol25 structures with the same formula, charge and spin**: 46.0 kcal/mol
**Energy**: -7791.842 eV
**Total charge**: 0
**Orbital gap (alpha / beta)**: 6.3 / 8.2 eV

Record 13
This record from OMol25 describes a structure of composition C4H7NO2. The level of theory is wB97M-V/def2-TZVPD.

Cartesian coordinates (Å):
C  -1.405  -1.272  -0.171
C  -0.286  -0.301  -0.089
N  -0.311  0.871  0.422
O  -1.514  1.370  0.881
C  1.172  -0.342  -0.628
C  1.597  0.896  0.090
O  2.102  -1.194  -0.265
H  -2.177  -0.910  -0.859
H  -1.031  -2.236  -0.523
H  -1.873  -1.396  0.811
H  -1.275  2.183  1.347
H  1.062  -0.146  -1.727
H  2.042  1.764  -0.403
H  1.897  0.713  1.114

Summary:
**F_max**: 0.0130 hartree/bohr
**Energy above the lowest of the compared OMol25 structures with the same formula, charge and spin**: 146.4 kcal/mol
**Energy**: -9840.930 eV
**Total charge**: 0
**Orbital gap (alpha / beta)**: 8.2 / 8.3 eV

Record 14
This record from OMol25 describes an isolated molecule of C4H7NO2 at a distorted geometry. The level of theory is wB97M-V/def2-TZVPD.

Cartesian coordinates (Å):
C  -0.445  2.249  -0.293
N  -0.810  1.179  0.667
C  -0.292  0.066  0.391
C  -0.433  -1.291  1.035
O  0.019  -2.170  0.022
C  0.951  -1.439  -0.714
O  0.549  -0.091  -0.666
H  -1.312  2.392  -0.951
H  -0.311  3.130  0.322
H  0.446  2.164  -0.970
H  -1.460  -1.547  1.282
H  0.205  -1.350  1.925
H  0.928  -1.782  -1.746
H  1.966  -1.509  -0.302

Summary:
**F_max**: 0.0239 hartree/bohr
**SMILES**: C/N=C1/COCO1
**Energy above the lowest of the compared OMol25 structures with the same formula, charge and spin**: 43.1 kcal/mol
**Energy**: -9845.410 eV
**Total charge**: 0
**Orbital gap**: 10.7 eV

Record 15
This record from OMol25 describes an isolated molecule of C4H7NO2. The level of theory is wB97M-V/def2-TZVPD.

Cartesian coordinates (Å):
H  2.668  1.541  0.154
N  2.582  0.594  -0.214
C  1.424  0.138  0.002
C  0.916  -1.226  -0.398
O  -0.406  -1.280  0.100
C  -0.764  -0.029  0.650
C  -1.856  0.635  -0.150
O  0.412  0.785  0.636
H  0.928  -1.344  -1.488
H  1.519  -2.019  0.058
H  -1.052  -0.177  1.697
H  -2.187  1.556  0.340
H  -2.710  -0.044  -0.241
H  -1.473  0.870  -1.147

Summary:
**F_max**: 0.0126 hartree/bohr
**SMILES**: [H]/N=C1/CO[C@H](C)O1
**Energy above the lowest of the compared OMol25 structures with the same formula, charge and spin**: 26.9 kcal/mol
**Energy**: -9846.115 eV
**Total charge**: 0
**Orbital gap**: 11.1 eV

Record 16
This record from OMol25 describes an isolated molecule of C4H7NO2 at a distorted geometry. The level of theory is wB97M-V/def2-TZVPD.

Cartesian coordinates (Å):
C  -2.229  -0.637  -0.247
C  -0.978  -0.207  0.020
N  -0.841  1.147  0.230
O  0.078  -1.042  0.193
C  1.317  -0.513  0.615
C  2.092  0.145  -0.517
O  3.080  0.809  -0.324
H  -2.613  -1.587  0.079
H  -2.805  -0.059  -0.962
H  -1.818  1.439  0.203
H  -0.090  1.716  -0.151
H  1.209  0.197  1.441
H  1.899  -1.373  0.961
H  1.699  -0.035  -1.541

Summary:
**F_max**: 0.0265 hartree/bohr
**SMILES**: C=C(N)OCC=O
**Energy above the lowest of the compared OMol25 structures with the same formula, charge and spin**: 64.5 kcal/mol
**Energy**: -9844.481 eV
**Total charge**: 0
**Orbital gap**: 8.8 eV

Record 17
This record from OMol25 describes an isolated molecule of C4H7NO2. The level of theory is wB97M-V/def2-TZVPD.

Cartesian coordinates (Å):
C  0.540  -0.802  1.591
C  0.592  0.074  0.357
C  0.023  -0.577  -0.918
N  -0.556  0.585  -1.563
C  -0.881  1.539  -0.611
O  -1.591  2.500  -0.747
O  -0.238  1.230  0.548
H  -0.478  -1.167  1.757
H  0.851  -0.228  2.467
H  1.210  -1.665  1.490
H  1.620  0.426  0.182
H  -0.698  -1.373  -0.685
H  0.804  -1.028  -1.531
H  -1.200  0.487  -2.337

Summary:
**F_max**: 0.0097 hartree/bohr
**SMILES**: C[C@H]1CNC(=O)O1
**Energy above the lowest of the compared OMol25 structures with the same formula, charge and spin**: 0.3 kcal/mol
**Energy**: -9847.267 eV
**Total charge**: 0
**Orbital gap**: 10.9 eV

Record 18
This record from OMol25 describes an isolated molecule of C4H7NO2. The level of theory is wB97M-V/def2-TZVPD.

Cartesian coordinates (Å):
H  -1.032  1.991  0.659
N  -0.335  1.268  0.825
C  -0.706  0.165  0.324
C  -1.952  -0.135  -0.466
O  0.084  -0.937  0.410
C  1.467  -0.677  0.601
C  1.979  0.033  -0.642
O  2.934  0.762  -0.678
H  -2.821  -0.277  0.182
H  -2.157  0.699  -1.143
H  -1.800  -1.042  -1.055
H  1.681  -0.089  1.497
H  1.938  -1.662  0.673
H  1.383  -0.215  -1.552

Summary:
**F_max**: 0.0105 hartree/bohr
**SMILES**: [H]/N=C(\C)OCC=O
**Energy above the lowest of the compared OMol25 structures with the same formula, charge and spin**: 35.4 kcal/mol
**Energy**: -9845.746 eV
**Total charge**: 0
**Orbital gap**: 10.7 eV